Record 1
Here is one molecule with the formula C5H6O at a distorted geometry from OMol25. Energies are from ωB97M-V/def2-TZVPD.

Last columns: bonded neighbours and bond lengths (Å).
CARTESIAN COORDINATES (ANGSTROEM)
1 C -1.58 -0.98 1.37  C3 1.235, C4 1.515, H7 1.097
2 C -0.35 0.22 -0.56  C4 1.573, C5 1.459
3 C -2.14 -2.02 1.76  C1 1.235, O6 1.154
4 C -0.39 -1.00 0.43  C1 1.515, C2 1.573, H8 1.135, H9 1.069
5 C 0.88 0.22 -1.35  C2 1.459, H10 1.123, H11 1.043, H12 1.079
6 O -2.74 -2.83 2.30  C3 1.154
7 H -1.75 0.07 1.63  C1 1.097
8 H 0.49 -0.60 1.02  C4 1.135
9 H -0.35 -1.96 -0.03  C4 1.069
10 H 1.47 -0.72 -1.49  C5 1.123
11 H 1.40 0.81 -0.67  C5 1.043
12 H 0.75 0.71 -2.30  C5 1.079

Kohn-Sham gap (eV): 8.55
Strongest force on any atom (Eh/bohr): 0.133
Energy (eV): -7324.2132
ΔE to the lowest compared entry with this formula, charge and spin (kcal per mole): 116.9
HOMO (eV): -8.55

Atom charges from the Mulliken analysis, given in e for atoms 1 to 5:
1 C -0.8348
2 C -0.2982
3 C 0.8440
4 C -0.3971
5 C -0.7741

***

Record 2
Here is one molecule with the formula C5H6O at a distorted geometry from OMol25. Energies are from ωB97M-V/def2-TZVPD.

Last columns: bonded neighbours and bond lengths (Å).
CARTESIAN COORDINATES (ANGSTROEM)
1 C 1.33 -0.56 -0.35  C2 1.501, H7 1.094, H8 1.092, H9 1.092
2 C 0.22 0.04 0.46  C1 1.501, O3 1.299, C4 1.499, C5 1.599
3 O -0.34 -0.58 1.45  C2 1.299, C5 1.773
4 C -0.47 1.37 0.42  C2 1.499, C5 1.497, H10 1.090, H11 1.085
5 C -1.36 0.18 0.22  C2 1.599, O3 1.773, C4 1.497, C6 1.306
6 C -1.68 -0.54 -0.83  C5 1.306, H12 1.090
7 H 2.25 -0.39 0.22  C1 1.094
8 H 1.46 -0.12 -1.35  C1 1.092
9 H 1.18 -1.64 -0.43  C1 1.092
10 H -0.45 2.01 -0.47  C4 1.090
11 H -0.50 1.85 1.39  C4 1.085
12 H -1.63 -1.62 -0.72  C6 1.090

Kohn-Sham gap (eV): 9.15
Strongest force on any atom (Eh/bohr): 0.031
Energy (eV): -7323.9541
ΔE to the lowest compared entry with this formula, charge and spin (kcal per mole): 122.9
HOMO (eV): -8.67

Atom charges from the Mulliken analysis, given in e for atoms 1 to 5:
1 C -1.1472
2 C 0.7866
3 O -0.4788
4 C -0.3898
5 C 0.2356

***

Record 3
Here is one molecule with the formula C5H6O from OMol25. Energies are from ωB97M-V/def2-TZVPD.

Last columns: bonded neighbours and bond lengths (Å).
CARTESIAN COORDINATES (ANGSTROEM)
1 C -2.52 0.00 -0.45  C2 1.204, H7 1.067
2 C -1.39 0.36 -0.65  C1 1.204, C3 1.466
3 C 0.03 0.72 -0.79  C2 1.466, C4 1.516, H8 1.097, H9 1.097
4 C 0.74 0.37 0.51  C3 1.516, C5 1.458, O6 1.416, H10 1.091
5 C 1.18 -0.99 0.75  C4 1.458, O6 1.424, H11 1.090, H12 1.089
6 O 2.11 0.03 0.41  C4 1.416, C5 1.424
7 H -3.52 -0.32 -0.27  C1 1.067
8 H 0.14 1.79 -1.01  C3 1.097
9 H 0.49 0.16 -1.61  C3 1.097
10 H 0.48 1.00 1.36  C4 1.091
11 H 1.02 -1.74 -0.02  C5 1.090
12 H 1.24 -1.37 1.77  C5 1.089

SMILES string: C#CC[C@H]1CO1
Kohn-Sham gap (eV): 11.18
Strongest force on any atom (Eh/bohr): 0.010
Energy (eV): -7326.5372
ΔE to the lowest compared entry with this formula, charge and spin (kcal per mole): 63.4
HOMO (eV): -10.12

Atom charges from the Mulliken analysis, given in e for atoms 1 to 5:
1 C 0.0874
2 C -0.3672
3 C -0.7558
4 C 0.0570
5 C -0.3927

***

Record 4
Here is one molecule with the formula C5H6O from OMol25. Energies are from ωB97M-V/def2-TZVPD.

Last columns: bonded neighbours and bond lengths (Å).
CARTESIAN COORDINATES (ANGSTROEM)
1 C 2.56 -0.26 0.18  C2 1.463, H7 1.094, H8 1.095, H9 1.095
2 C 1.13 0.08 0.16  C1 1.463, C3 1.205
3 C -0.03 0.38 0.15  C2 1.205, C4 1.463
4 C -1.47 0.68 0.12  C3 1.463, C5 1.524, H10 1.100, H11 1.096
5 C -2.29 -0.48 -0.44  C4 1.524, O6 1.205, H12 1.110
6 O -3.46 -0.62 -0.20  C5 1.205
7 H 2.86 -0.60 1.17  C1 1.094
8 H 3.17 0.60 -0.09  C1 1.095
9 H 2.77 -1.07 -0.53  C1 1.095
10 H -1.66 1.55 -0.53  C4 1.100
11 H -1.86 0.93 1.11  C4 1.096
12 H -1.73 -1.18 -1.10  C5 1.110

SMILES string: CC#CCC=O
Kohn-Sham gap (eV): 10.54
Strongest force on any atom (Eh/bohr): 0.011
Energy (eV): -7327.6525
ΔE to the lowest compared entry with this formula, charge and spin (kcal per mole): 37.6
HOMO (eV): -9.67

Atom charges from the Mulliken analysis, given in e for atoms 1 to 5:
1 C -1.2572
2 C 0.8544
3 C -0.2939
4 C -0.5733
5 C -0.0510

***

Record 5
Here is one molecule with the formula C5H6O at a distorted geometry from OMol25. Energies are from ωB97M-V/def2-TZVPD.

Last columns: bonded neighbours and bond lengths (Å).
CARTESIAN COORDINATES (ANGSTROEM)
1 O -1.84 1.36 -0.13  C2 1.394, H7 0.968
2 C -1.27 0.25 0.49  O1 1.394, C3 1.526, C4 1.449, H8 1.082
3 C -1.04 -1.05 -0.28  C2 1.526, C4 1.462, H9 1.082, H10 1.093
4 C 0.06 -0.16 0.09  C2 1.449, C3 1.462, C5 1.275
5 C 1.28 0.21 0.03  C4 1.275, C6 1.295
6 C 2.56 0.32 0.21  C5 1.295, H11 1.140, H12 1.097
7 H -1.29 1.61 -0.88  O1 0.968
8 H -1.53 0.20 1.54  C2 1.082
9 H -1.30 -1.13 -1.33  C3 1.082
10 H -1.12 -1.97 0.30  C3 1.093
11 H 2.51 -0.79 0.45  C6 1.140
12 H 3.14 1.05 -0.37  C6 1.097

SMILES string: C=C=C1C[C@@H]1O
Kohn-Sham gap (eV): 9.49
Strongest force on any atom (Eh/bohr): 0.055
Energy (eV): -7324.8526
ΔE to the lowest compared entry with this formula, charge and spin (kcal per mole): 102.2
HOMO (eV): -8.62

Atom charges from the Mulliken analysis, given in e for atoms 1 to 5:
1 O -0.5135
2 C -0.1882
3 C -0.4656
4 C -0.0795
5 C 0.5107

***

Record 6
Here is one molecule with the formula C5H6O from OMol25. Energies are from ωB97M-V/def2-TZVPD.

Last columns: bonded neighbours and bond lengths (Å).
CARTESIAN COORDINATES (ANGSTROEM)
1 C 1.51 -0.02 0.27  C2 1.516, H7 1.093, H8 1.093, H9 1.094
2 C 0.35 0.93 0.01  C1 1.516, O3 1.207, C4 1.534
3 O 0.23 1.98 0.60  C2 1.207
4 C -0.72 0.43 -0.96  C2 1.534, C5 1.465, H10 1.097, H11 1.093
5 C -1.39 -0.58 -0.14  C4 1.465, C6 1.205
6 C -1.72 -1.32 0.75  C5 1.205, H12 1.066
7 H 2.43 0.49 -0.03  C1 1.093
8 H 1.41 -0.95 -0.29  C1 1.093
9 H 1.58 -0.24 1.33  C1 1.094
10 H -0.28 -0.01 -1.87  C4 1.097
11 H -1.38 1.25 -1.24  C4 1.093
12 H -2.01 -1.95 1.57  C6 1.066

SMILES string: C#CCC(C)=O
Kohn-Sham gap (eV): 10.54
Strongest force on any atom (Eh/bohr): 0.012
Energy (eV): -7327.5719
ΔE to the lowest compared entry with this formula, charge and spin (kcal per mole): 39.5
HOMO (eV): -9.64

Atom charges from the Mulliken analysis, given in e for atoms 1 to 5:
1 C -0.9735
2 C 0.5713
3 O -0.5386
4 C -0.5040
5 C -0.4593

***

Record 7
Here is a 2-piece molecular cluster, C5H6O overall at a distorted geometry from OMol25. Energies are from ωB97M-V/def2-TZVPD.

Last columns: bonded neighbours and bond lengths (Å).
CARTESIAN COORDINATES (ANGSTROEM)
1 O -2.70 -0.96 -1.62  C2 1.136
2 C -3.26 -1.14 -0.65  O1 1.136
3 C -0.42 0.00 1.27  C4 1.533, H7 1.097, H8 1.094, H9 1.094
4 C 0.22 -0.02 -0.13  C3 1.533, C5 1.467, H10 1.097, H11 1.097
5 C 1.60 0.47 -0.12  C4 1.467, C6 1.205
6 C 2.74 0.86 -0.09  C5 1.205, H12 1.067
7 H -1.44 -0.38 1.23  C3 1.097
8 H 0.15 -0.63 1.96  C3 1.094
9 H -0.44 1.02 1.67  C3 1.094
10 H 0.20 -1.04 -0.54  C4 1.097
11 H -0.37 0.60 -0.82  C4 1.097
12 H 3.75 1.22 -0.07  C6 1.067

Kohn-Sham gap (eV): 11.04
Strongest force on any atom (Eh/bohr): 0.027
Energy (eV): -7327.5152
ΔE to the lowest compared entry with this formula, charge and spin (kcal per mole): 40.8
HOMO (eV): -9.98

Atom charges from the Mulliken analysis, given in e for atoms 1 to 5:
1 O -0.1196
2 C 0.1045
3 C -0.9638
4 C -0.3195
5 C -0.5658

***

Record 8
Here is one molecule with the formula C5H6O at a distorted geometry from OMol25. Energies are from ωB97M-V/def2-TZVPD.

Last columns: bonded neighbours and bond lengths (Å).
CARTESIAN COORDINATES (ANGSTROEM)
1 C -0.80 1.67 -1.99  C2 1.208, H7 1.072
2 C -0.19 0.98 -1.21  C1 1.208, C3 1.482
3 C 0.66 0.37 -0.16  C2 1.482, C4 1.513, O6 1.452, H8 1.097
4 C 0.03 -0.08 1.13  C3 1.513, C5 1.494, H9 1.095, H10 1.086
5 C -0.15 -1.46 0.59  C4 1.494, O6 1.635, H11 1.073, H12 1.123
6 O 1.09 -1.00 -0.36  C3 1.452, C5 1.635
7 H -1.34 2.28 -2.69  C1 1.072
8 H 1.47 1.09 0.02  C3 1.097
9 H 0.94 -0.30 1.70  C4 1.095
10 H -0.67 0.46 1.76  C4 1.086
11 H -0.74 -1.82 -0.23  C5 1.073
12 H -0.30 -2.18 1.44  C5 1.123

SMILES string: C#C[C@H]1CCO1
Kohn-Sham gap (eV): 11.04
Strongest force on any atom (Eh/bohr): 0.037
Energy (eV): -7324.9299
ΔE to the lowest compared entry with this formula, charge and spin (kcal per mole): 100.4
HOMO (eV): -10.07

Atom charges from the Mulliken analysis, given in e for atoms 1 to 5:
1 C 0.2823
2 C -0.8341
3 C 0.0555
4 C -0.4881
5 C -0.4983

***

Record 9
Here is one molecule with the formula C5H6O at a distorted geometry from OMol25. Energies are from ωB97M-V/def2-TZVPD.

Last columns: bonded neighbours and bond lengths (Å).
CARTESIAN COORDINATES (ANGSTROEM)
1 C -0.10 -0.75 0.57  C2 1.730, C3 1.385, C5 1.443
2 C 0.65 0.78 0.29  C1 1.730, C3 1.459, C4 1.416
3 C 0.61 -0.02 1.51  C1 1.385, C2 1.459, O6 1.223
4 C 0.70 1.61 -0.86  C2 1.416, H7 1.121, H8 1.097, H9 1.140
5 C -1.11 -1.57 -0.05  C1 1.443, H10 1.105, H11 1.077, H12 1.076
6 O 1.06 0.09 2.64  C3 1.223
7 H 1.63 1.12 -1.24  C4 1.121
8 H -0.12 1.48 -1.57  C4 1.097
9 H 0.69 2.71 -0.57  C4 1.140
10 H -1.53 -1.20 -1.01  C5 1.105
11 H -2.01 -1.83 0.48  C5 1.077
12 H -0.47 -2.43 -0.20  C5 1.076

SMILES string: Cc1c(C)c1=O
Kohn-Sham gap (eV): 8.92
Strongest force on any atom (Eh/bohr): 0.170
Energy (eV): -7324.7341
ΔE to the lowest compared entry with this formula, charge and spin (kcal per mole): 104.9
HOMO (eV): -8.75

Atom charges from the Mulliken analysis, given in e for atoms 1 to 5:
1 C 0.1679
2 C 0.2159
3 C 0.2981
4 C -0.7639
5 C -0.8915

***

Record 10
Here is one molecule with the formula C5H6O from OMol25. Energies are from ωB97M-V/def2-TZVPD.

Last columns: bonded neighbours and bond lengths (Å).
CARTESIAN COORDINATES (ANGSTROEM)
1 C -0.10 1.54 0.62  C2 1.505, H7 1.092, H8 1.095, H9 1.094
2 C -0.23 0.20 -0.05  C1 1.505, C3 1.484, C5 1.314
3 C -1.54 -0.17 -0.65  C2 1.484, O4 1.210, H11 1.109
4 O -2.52 0.55 -0.60  C3 1.210
5 C 0.71 -0.71 -0.11  C2 1.314, C6 1.302
6 C 1.59 -1.68 -0.14  C5 1.302, H10 1.086, H12 1.087
7 H 0.83 1.60 1.19  C1 1.092
8 H -0.11 2.34 -0.13  C1 1.095
9 H -0.95 1.71 1.28  C1 1.094
10 H 1.58 -2.42 0.65  C6 1.086
11 H -1.58 -1.17 -1.12  C3 1.109
12 H 2.33 -1.78 -0.93  C6 1.087

SMILES string: C=C=C(C)C=O
Kohn-Sham gap (eV): 10.42
Strongest force on any atom (Eh/bohr): 0.009
Energy (eV): -7327.8587
ΔE to the lowest compared entry with this formula, charge and spin (kcal per mole): 32.9
HOMO (eV): -9.83

Atom charges from the Mulliken analysis, given in e for atoms 1 to 5:
1 C -1.0937
2 C 0.6784
3 C -0.1560
4 O -0.4954
5 C 0.0811

***

Record 11
Here is one molecule with the formula C5H6O from OMol25. Energies are from ωB97M-V/def2-TZVPD.

Last columns: bonded neighbours and bond lengths (Å).
CARTESIAN COORDINATES (ANGSTROEM)
1 C 0.66 -0.37 0.93  C2 1.513, C6 1.534, H7 1.099, H8 1.092
2 C 1.05 -0.56 -0.52  C1 1.513, C3 1.336, H9 1.086
3 C 0.01 -0.25 -1.31  C2 1.336, C4 1.512, H10 1.086
4 C -1.05 0.48 -0.52  C3 1.512, O5 1.466, C6 1.464, H11 1.085
5 O -1.72 -0.04 0.67  C4 1.466, C6 1.412
6 C -0.49 0.64 0.82  C1 1.534, C4 1.464, O5 1.412, H12 1.088
7 H 0.18 -1.30 1.25  C1 1.099
8 H 1.46 -0.14 1.63  C1 1.092
9 H 2.03 -0.89 -0.84  C2 1.086
10 H 0.01 -0.33 -2.40  C3 1.086
11 H -1.71 1.16 -1.04  C4 1.085
12 H -0.44 1.60 1.33  C6 1.088

SMILES string: C1=C[C@H]2O[C@H]2C1
Kohn-Sham gap (eV): 10.34
Strongest force on any atom (Eh/bohr): 0.014
Energy (eV): -7327.2962
ΔE to the lowest compared entry with this formula, charge and spin (kcal per mole): 45.9
HOMO (eV): -9.24

Atom charges from the Mulliken analysis, given in e for atoms 1 to 5:
1 C -0.6738
2 C -0.3722
3 C -0.5668
4 C -0.1368
5 O -0.4642

***

Record 12
Here is one molecule with the formula C5H6O from OMol25. Energies are from ωB97M-V/def2-TZVPD.

Last columns: bonded neighbours and bond lengths (Å).
CARTESIAN COORDINATES (ANGSTROEM)
1 C 1.95 -0.06 -0.31  C2 1.531, H7 1.095, H8 1.096, H9 1.096
2 C 0.79 0.94 -0.29  C1 1.531, C3 1.461, H10 1.094, H11 1.096
3 C -0.47 0.33 0.13  C2 1.461, C4 1.208
4 C -1.47 -0.24 0.49  C3 1.208, C5 1.448
5 C -2.67 -0.91 0.96  C4 1.448, O6 1.211, H12 1.105
6 O -2.66 -1.94 1.59  C5 1.211
7 H 2.22 -0.38 0.70  C1 1.095
8 H 1.69 -0.95 -0.90  C1 1.096
9 H 2.82 0.42 -0.78  C1 1.096
10 H 0.66 1.39 -1.28  C2 1.094
11 H 1.01 1.77 0.40  C2 1.096
12 H -3.62 -0.40 0.70  C5 1.105

SMILES string: CCC#CC=O
Kohn-Sham gap (eV): 10.70
Strongest force on any atom (Eh/bohr): 0.011
Energy (eV): -7327.5175
ΔE to the lowest compared entry with this formula, charge and spin (kcal per mole): 40.7
HOMO (eV): -10.34

Atom charges from the Mulliken analysis, given in e for atoms 1 to 5:
1 C -1.0832
2 C -0.5594
3 C 0.4688
4 C 0.2251
5 C -0.3940

***

Copy entry 3 word for word.
Here is one molecule with the formula C5H6O from OMol25. Energies are from ωB97M-V/def2-TZVPD.

Last columns: bonded neighbours and bond lengths (Å).
CARTESIAN COORDINATES (ANGSTROEM)
1 C -2.52 0.00 -0.45  C2 1.204, H7 1.067
2 C -1.39 0.36 -0.65  C1 1.204, C3 1.466
3 C 0.03 0.72 -0.79  C2 1.466, C4 1.516, H8 1.097, H9 1.097
4 C 0.74 0.37 0.51  C3 1.516, C5 1.458, O6 1.416, H10 1.091
5 C 1.18 -0.99 0.75  C4 1.458, O6 1.424, H11 1.090, H12 1.089
6 O 2.11 0.03 0.41  C4 1.416, C5 1.424
7 H -3.52 -0.32 -0.27  C1 1.067
8 H 0.14 1.79 -1.01  C3 1.097
9 H 0.49 0.16 -1.61  C3 1.097
10 H 0.48 1.00 1.36  C4 1.091
11 H 1.02 -1.74 -0.02  C5 1.090
12 H 1.24 -1.37 1.77  C5 1.089

SMILES string: C#CC[C@H]1CO1
Kohn-Sham gap (eV): 11.18
Strongest force on any atom (Eh/bohr): 0.010
Energy (eV): -7326.5372
ΔE to the lowest compared entry with this formula, charge and spin (kcal per mole): 63.4
HOMO (eV): -10.12

Atom charges from the Mulliken analysis, given in e for atoms 1 to 5:
1 C 0.0874
2 C -0.3672
3 C -0.7558
4 C 0.0570
5 C -0.3927